{"formula": "C43H45AsN7O4S3Tl", "method": "the ωB97M-V functional and the def2-TZVPD basis", "elements": ["Tl", "C", "O", "C", "C", "C", "C", "C", "C", "O", "C", "O", "C", "H", "H", "H", "H", "H", "H", "H", "H", "H", "N", "C", "C", "C", "C", "C", "C", "N", "C", "C", "C", "S", "C", "N", "H", "H", "H", "H", "H", "H", "H", "C", "C", "N", "N", "C", "S", "N", "N", "H", "H", "H", "H", "H", "H", "C", "As", "C", "C", "C", "C", "C", "C", "C", "C", "H", "H", "H", "H", "H", "H", "H", "H", "H", "H", "H", "H", "H", "O", "S", "C", "C", "C", "C", "C", "C", "C", "C", "C", "C", "C", "C", "H", "H", "H", "H", "H", "H", "H", "H", "H", "H"], "positions_angstrom": [[0.228, 0.054, -0.672], [-0.002, -5.056, 4.654], [-0.632, -3.945, 5.265], [-0.799, -2.838, 4.503], [-1.334, -1.717, 5.186], [-1.536, -0.565, 4.492], [-1.204, -0.410, 3.117], [-1.453, 0.847, 2.469], [-2.086, 1.975, 3.271], [-1.181, 1.107, 1.286], [-0.617, -1.538, 2.426], [-0.196, -1.529, 1.230], [-0.489, -2.761, 3.174], [0.141, -5.795, 5.437], [0.968, -4.779, 4.235], [-0.622, -5.482, 3.861], [-1.585, -1.807, 6.235], [-1.963, 0.274, 5.028], [-1.411, 2.291, 4.070], [-3.037, 1.674, 3.714], [-2.252, 2.818, 2.604], [-0.106, -3.604, 2.615], [2.409, 4.110, 0.556], [2.063, 3.824, 1.865], [1.955, 4.612, 3.007], [1.635, 3.956, 4.181], [1.419, 2.567, 4.210], [1.515, 1.796, 3.069], [1.830, 2.445, 1.877], [2.008, 1.923, 0.603], [2.365, 2.935, -0.142], [2.778, 2.840, -1.548], [3.811, 3.525, -2.111], [4.022, 3.031, -3.731], [2.704, 1.935, -3.549], [2.154, 1.944, -2.379], [2.622, 5.016, 0.177], [2.128, 5.682, 2.980], [1.555, 4.522, 5.100], [1.172, 2.095, 5.152], [1.346, 0.725, 3.087], [4.466, 4.251, -1.654], [2.386, 1.293, -4.363], [-3.416, -1.151, -5.532], [-1.987, -1.536, -5.576], [-1.333, -1.903, -6.632], [-0.068, -2.130, -6.169], [0.087, -1.914, -4.849], [1.448, -2.041, -3.897], [-1.164, -1.536, -4.477], [-1.478, -1.154, -3.171], [-3.856, -1.338, -6.508], [-3.525, -0.093, -5.283], [-3.953, -1.729, -4.779], [0.647, -2.482, -6.779], [-2.480, -1.181, -3.018], [-1.027, -1.800, -2.529], [3.211, -4.347, -0.640], [2.348, -2.625, -0.243], [2.944, -2.507, 1.617], [3.704, -1.342, -1.002], [5.139, -1.642, -0.714], [5.860, -2.525, -1.522], [7.163, -2.884, -1.209], [7.783, -2.356, -0.082], [7.093, -1.448, 0.709], [5.786, -1.098, 0.397], [4.250, -4.370, -0.311], [3.161, -4.546, -1.711], [2.651, -5.125, -0.120], [4.018, -2.666, 1.704], [2.418, -3.254, 2.211], [2.679, -1.522, 2.007], [3.407, -0.380, -0.573], [3.521, -1.303, -2.077], [5.386, -2.929, -2.411], [7.696, -3.581, -1.845], [8.796, -2.644, 0.169], [7.576, -1.012, 1.575], [5.258, -0.381, 1.018], [-3.031, -0.498, -0.590], [-2.953, 0.968, -0.842], [-3.981, 1.801, 0.375], [-4.799, 1.050, 1.199], [-5.583, 1.703, 2.142], [-5.539, 3.086, 2.249], [-4.698, 3.826, 1.425], [-3.912, 3.182, 0.482], [-4.161, 1.238, -2.176], [-5.137, 0.277, -2.391], [-6.057, 0.454, -3.415], [-5.986, 1.578, -4.230], [-4.999, 2.532, -4.014], [-4.083, 2.364, -2.984], [-4.804, -0.030, 1.100], [-6.224, 1.126, 2.797], [-6.154, 3.593, 2.982], [-4.636, 4.901, 1.533], [-3.237, 3.744, -0.155], [-5.164, -0.597, -1.747], [-6.828, -0.288, -3.582], [-6.696, 1.709, -5.036], [-4.942, 3.407, -4.650], [-3.309, 3.105, -2.809]], "forces_ev_per_angstrom": [[-0.082, -0.268, 0.339], [-0.040, -0.002, 0.016], [0.083, -0.175, 0.042], [-0.073, 0.199, -0.135], [-0.042, -0.077, 0.116], [0.011, 0.063, -0.101], [0.054, -0.141, 0.012], [-0.096, 0.173, 0.078], [0.046, -0.033, 0.025], [0.119, 0.045, -0.025], [-0.011, 0.035, -0.063], [-0.047, 0.159, 0.165], [0.071, 0.017, -0.068], [-0.019, -0.014, 0.026], [0.009, 0.020, 0.017], [-0.014, 0.018, -0.003], [0.026, -0.007, -0.052], [0.025, -0.010, -0.043], [-0.063, -0.021, 0.007], [0.043, 0.027, 0.009], [0.026, -0.035, 0.003], [0.027, 0.030, 0.043], [0.041, 0.108, 0.067], [0.029, -0.022, -0.032], [0.056, -0.007, -0.027], [-0.035, 0.030, -0.082], [0.038, -0.017, 0.045], [-0.023, -0.041, -0.033], [0.000, -0.030, -0.025], [0.145, -0.026, -0.033], [-0.003, -0.031, 0.095], [-0.026, -0.047, -0.034], [0.067, 0.141, -0.024], [-0.098, -0.074, -0.007], [0.128, 0.093, -0.033], [-0.037, -0.086, 0.089], [-0.019, -0.009, -0.055], [0.001, -0.046, 0.040], [-0.018, -0.008, -0.021], [0.014, -0.012, -0.025], [-0.025, 0.047, 0.006], [-0.033, -0.068, -0.003], [0.005, 0.036, 0.129], [0.007, 0.039, 0.025], [-0.066, 0.024, 0.189], [0.195, -0.057, 0.009], [-0.025, -0.077, -0.175], [0.066, 0.120, -0.135], [0.008, -0.029, 0.031], [-0.237, -0.131, 0.169], [-0.076, 0.355, -0.028], [-0.003, 0.015, 0.032], [-0.035, 0.009, 0.023], [-0.033, -0.014, -0.012], [0.030, 0.033, -0.023], [-0.024, -0.134, -0.063], [0.044, -0.133, -0.058], [0.053, 0.072, -0.096], [0.291, 0.053, -0.086], [-0.085, 0.049, 0.045], [0.025, -0.106, 0.024], [-0.025, -0.091, 0.060], [-0.025, 0.032, -0.018], [0.005, 0.022, 0.034], [-0.061, 0.027, -0.052], [0.026, -0.028, -0.006], [-0.006, 0.042, -0.023], [-0.004, 0.013, -0.004], [0.003, -0.003, 0.011], [-0.021, 0.006, 0.013], [0.026, -0.002, -0.011], [-0.040, 0.019, -0.025], [0.009, -0.029, 0.014], [0.032, 0.029, -0.051], [-0.048, 0.014, 0.026], [0.006, -0.031, 0.061], [-0.016, 0.026, 0.008], [-0.004, 0.017, -0.011], [-0.034, -0.013, -0.012], [-0.013, -0.052, 0.007], [0.084, 0.069, 0.016], [-0.716, 0.064, -0.389], [0.116, -0.012, 0.147], [0.001, -0.110, -0.003], [-0.029, 0.030, -0.023], [0.035, -0.011, -0.018], [-0.027, -0.024, -0.013], [0.014, -0.017, -0.044], [0.156, 0.031, -0.159], [-0.007, -0.077, 0.078], [0.042, 0.014, -0.034], [0.028, -0.001, 0.014], [-0.033, -0.005, 0.016], [0.110, -0.019, 0.077], [0.045, 0.066, 0.035], [0.009, 0.019, -0.022], [0.020, -0.014, 0.019], [-0.044, -0.009, -0.026], [-0.011, -0.014, 0.059], [0.013, 0.049, -0.056], [0.015, 0.013, 0.009], [0.001, 0.003, 0.023], [0.006, -0.014, 0.008], [-0.030, -0.052, -0.049]], "lowdin_charge": [0.848, -0.084, -0.076, -0.294, -0.029, -0.046, -0.113, -0.400, -0.008, -0.177, -0.361, -0.265, 0.038, 0.089, 0.088, 0.095, 0.108, 0.102, 0.075, 0.080, 0.073, 0.102, 0.172, -0.183, -0.023, -0.090, -0.087, -0.002, -0.212, 0.130, -0.279, -0.328, -0.356, 1.025, -0.445, 0.014, 0.160, 0.106, 0.100, 0.107, 0.117, 0.077, 0.075, 0.001, -0.337, 0.112, 0.014, -0.824, 0.570, -0.088, 0.105, 0.088, 0.081, 0.085, 0.145, 0.071, 0.051, -0.325, 1.106, -0.303, -0.357, -0.310, -0.069, -0.091, -0.105, -0.092, -0.067, 0.016, 0.012, 0.015, 0.018, 0.010, 0.019, 0.037, 0.021, 0.113, 0.099, 0.095, 0.099, 0.111, -0.515, 0.910, -0.376, -0.060, -0.072, -0.083, -0.081, -0.091, -0.359, -0.082, -0.081, -0.089, -0.082, -0.082, 0.119, 0.108, 0.103, 0.106, 0.116, 0.113, 0.107, 0.104, 0.105, 0.110], "gap_ev": 7.0, "homo_energy_ev": -6.781, "e_above_lowest_ev": 0.724, "charge": 0, "largest_force_ev_per_a": 0.82, "lumo_ev": 0.196}